Record 1
Formula: C5H5O6S
Source: the OMol25 dataset
Level of theory: ωB97M-V/def2-TZVPD

XYZ file:
```
17
C5H5O6S ωB97M-V/def2-TZVPD
C 0.804 -1.804 -0.696
C 1.457 0.335 -0.237
C -0.472 -1.012 -0.832
C 0.013 0.402 -0.153
C -0.704 1.676 -0.477
O 0.313 0.975 2.461
O 0.954 -2.973 -0.905
O 2.279 1.206 -0.146
O -1.776 -0.035 1.708
O 0.256 -1.382 1.784
O 1.854 -0.984 -0.437
S -0.321 -0.056 1.673
H -0.753 -0.873 -1.873
H -1.276 -1.446 -0.248
H -1.638 1.691 0.081
H -0.909 1.768 -1.546
H -0.084 2.510 -0.159
```

Calculated values
LUMO level in Eh: 0.1279
Spin multiplicity: 1
Charge: -1
SMILES string: C[C@@]1(S(=O)(=O)[O-])CC(=O)OC1=O
F_max in eV/Å: 3.3

Record 2
Formula: C6H12O
Source: the OMol25 dataset
Level of theory: ωB97M-V/def2-TZVPD

XYZ file:
```
19
C6H12O ωB97M-V/def2-TZVPD
C -1.714 -0.984 -0.029
C -0.459 -0.281 0.496
C -0.799 0.621 1.683
C 0.208 0.504 -0.620
C 1.570 1.122 -0.420
C 1.418 -0.045 -1.335
O 2.000 -1.237 -0.892
H -1.487 -1.631 -0.885
H -2.182 -1.601 0.746
H -2.456 -0.245 -0.361
H 0.252 -1.046 0.835
H -1.309 0.060 2.475
H -1.461 1.438 1.371
H 0.105 1.067 2.109
H -0.485 1.074 -1.240
H 1.776 2.101 -0.845
H 2.073 0.917 0.522
H 1.506 0.131 -2.408
H 1.446 -1.965 -1.203
```

Calculated values
LUMO level in Eh: 0.0349
Spin multiplicity: 1
SMILES string: CC(C)[C@H]1C[C@H]1O
F_max in eV/Å: 0.3

Record 3
Formula: C12H17N
Source: the OMol25 dataset
Level of theory: ωB97M-V/def2-TZVPD

XYZ file:
```
30
C12H17N ωB97M-V/def2-TZVPD
C 1.416 3.081 -1.602
C 0.038 3.560 -2.240
H 1.215 2.902 -0.508
H 1.787 2.181 -1.897
H 2.240 3.922 -1.528
H -0.788 3.508 -1.663
H 0.224 4.469 -2.680
H -0.026 2.819 -3.020
C -1.901 -1.641 -0.765
C -1.582 -2.488 -2.050
C -0.964 -1.736 0.369
C -0.683 -2.940 1.123
C -0.109 -0.737 0.989
C 0.737 -1.494 2.003
C -0.249 0.576 1.037
C 1.706 -0.715 2.705
C 0.561 1.281 1.761
C 1.698 0.658 2.496
N 0.371 -2.794 2.033
H -1.985 -0.581 -1.130
H -2.977 -1.905 -0.507
H -2.477 -2.453 -2.725
H -0.924 -4.022 0.808
H 0.731 -3.467 2.647
H -0.939 1.203 0.478
H 2.467 -1.269 3.387
H 0.554 2.396 1.986
H 2.212 1.509 3.015
H -1.674 -3.569 -1.916
H -0.678 -2.254 -2.607
```

Calculated values
LUMO level in Eh: 0.0325
Spin multiplicity: 1
SMILES string: CCc1c[nH]c2ccccc12.CC
F_max in eV/Å: 7.7

Record 4
Formula: C2H3NS
Source: the OMol25 dataset
Level of theory: ωB97M-V/def2-TZVPD

XYZ file:
```
7
C2H3NS ωB97M-V/def2-TZVPD
C 1.036 0.627 -1.054
C -0.913 0.474 -0.206
N -0.025 -0.082 -1.023
S 0.984 1.501 0.380
H 1.677 0.534 -1.879
H -1.492 -0.099 0.491
H 0.507 0.374 1.508
```

Calculated values
LUMO level in Eh: -0.0040
Spin multiplicity: 1
F_max in eV/Å: 3.8

Record 5
Formula: C4H12S
Source: the OMol25 dataset
Level of theory: ωB97M-V/def2-TZVPD

XYZ file:
```
17
C4H12S ωB97M-V/def2-TZVPD
C 0.204 0.933 -3.765
C 0.175 2.194 -2.870
H -0.587 0.247 -3.443
H -0.023 1.201 -4.811
H 1.169 0.417 -3.873
H -0.735 2.739 -3.094
H 1.203 2.549 -2.868
H 0.054 1.793 -1.842
C 0.000 -0.618 3.204
S -0.515 -0.373 1.462
C 0.440 -1.785 0.790
H 0.396 0.289 3.629
H -0.890 -1.014 3.697
H 0.803 -1.334 3.369
H -0.044 -1.956 -0.190
H 0.465 -2.752 1.306
H 1.434 -1.419 0.507
```

Calculated values
LUMO level in Eh: 0.0370
Spin multiplicity: 1
SMILES string: CSC.CC
F_max in eV/Å: 3.1

Record 6
Formula: C35H37AsFeN5OS2Se
Source: the OMol25 dataset
Level of theory: ωB97M-V/def2-TZVPD

XYZ file:
```
83
C35H37AsFeN5OS2Se ωB97M-V/def2-TZVPD
Fe -0.603 0.517 -0.533
S -0.960 2.734 -1.570
C -2.584 2.492 -1.040
S -3.122 0.855 -0.889
C -3.445 3.556 -0.780
C -4.773 3.348 -0.338
N -5.865 3.220 0.018
C -3.050 4.904 -0.955
N -2.776 6.014 -1.116
C -2.958 -2.203 -2.266
As -1.550 -1.249 -3.191
C -2.208 0.252 -4.226
C -0.978 -2.472 -4.594
O -0.244 -0.849 -2.266
H -3.416 -2.927 -2.938
H -3.700 -1.500 -1.897
H -2.488 -2.719 -1.430
H -3.109 -0.018 -4.778
H -1.415 0.545 -4.914
H -2.421 1.075 -3.550
H -1.767 -2.577 -5.339
H -0.740 -3.442 -4.162
H -0.084 -2.059 -5.059
Se 0.639 -1.821 4.734
C 0.477 -2.284 3.073
N 0.140 -2.266 1.919
N -0.425 -8.222 -5.102
C -0.424 -7.358 -4.325
C -0.413 -6.323 -3.378
C -1.362 -6.287 -2.318
C -1.290 -5.330 -1.347
C -0.269 -4.327 -1.359
C 0.639 -4.330 -2.462
C 0.572 -5.296 -3.425
C -0.137 -3.450 -0.289
C 0.007 -2.848 0.770
H -2.133 -7.047 -2.276
H -2.002 -5.328 -0.530
H 1.391 -3.552 -2.512
H 1.285 -5.305 -4.241
C -3.972 0.761 3.137
C -2.536 1.198 3.240
C -2.124 2.078 4.242
C -0.796 2.472 4.311
C -0.315 3.361 5.431
C 0.110 2.061 3.344
C -0.272 1.223 2.275
C -1.610 0.749 2.324
N 0.489 0.822 1.212
C 1.864 1.244 0.996
C 1.998 2.777 0.856
C 3.438 3.162 0.513
C 3.833 2.535 -0.826
C 3.723 1.012 -0.716
C 4.679 0.514 0.370
C 4.279 1.132 1.711
C 4.371 2.659 1.619
C 2.845 0.720 2.061
C 2.290 0.626 -0.351
H -4.524 0.996 4.048
H -4.041 -0.311 2.945
H -4.456 1.274 2.303
H -2.839 2.436 4.976
H -1.113 3.557 6.148
H 0.040 4.318 5.040
H 0.517 2.888 5.959
H 1.131 2.403 3.443
H -1.900 0.002 1.591
H 1.695 3.273 1.778
H 1.310 3.106 0.073
H 3.514 4.253 0.440
H 4.858 2.821 -1.090
H 3.164 2.900 -1.611
H 3.991 0.555 -1.675
H 5.709 0.792 0.120
H 4.631 -0.578 0.436
H 4.958 0.773 2.493
H 5.404 2.964 1.411
H 4.080 3.101 2.577
H 2.581 1.098 3.050
H 2.766 -0.370 2.105
H 2.187 -0.462 -0.293
H 1.604 0.984 -1.133
```

Calculated values
LUMO level (alpha / beta) in Eh: 0.1460 / 0.1456
Spin multiplicity: 6
<S²>: 8.8060
Charge: -2
F_max in eV/Å: 1.7